No. 1
Density functional theory data (ωB97M-V/def2-TZVPD) for a 3-piece molecular cluster, C4H9NO overall.

Summary:
* energy above the lowest of the compared OMol25 structures with the same formula, charge and spin: 507.0 kJ/mol
* LUMO level: 1.08 eV
* HOMO energy: -8.24 eV
* frontier orbital gap: 0.342 hartree

Geometry as ORCA input:
```
! wB97M-V def2-TZVPD RIJCOSX def2/J DEFGRID3
* xyz 0 1
C -1.8849 -0.1066 0.1056
N -0.6520 -0.2679 -0.4107
C 0.4071 -1.1737 0.0592
C 1.4391 -0.1313 -0.4736
O 2.4227 0.3205 0.4128
C 0.2207 0.7479 -0.6622
H -2.3486 -0.9861 0.5455
H -1.2208 1.0965 1.0841
H -2.5441 0.5752 -0.4256
H 0.3808 -2.1630 -0.4068
H 0.4175 -1.2571 1.1522
H 1.9675 -0.4622 -1.3738
H 1.9643 0.8497 1.0817
H -0.4304 1.4586 0.8216
H 0.0267 1.5757 -1.3388
*
```

=====

No. 2
Density functional theory data (ωB97M-V/def2-TZVPD) for a 2-piece molecular cluster, N3O3 overall.

Summary:
* energy above the lowest of the compared OMol25 structures with the same formula, charge and spin: 190.3 kJ/mol
* LUMO level: 4.23 eV
* HOMO energy: -3.10 eV
* frontier orbital gap: 0.269 hartree

Geometry as ORCA input:
```
! wB97M-V def2-TZVPD RIJCOSX def2/J DEFGRID3
* xyz -1 1
N 1.6326 -0.7094 0.8909
N -1.5227 -0.5061 -0.2342
N 1.4930 0.3795 0.6769
O 1.5127 1.5206 0.3955
O -0.5432 0.1084 -0.7730
O -2.5723 -0.7930 -0.9561
*
```

=====

No. 3
Density functional theory data (ωB97M-V/def2-TZVPD) for one molecule with the formula CH2N4O.

Summary:
* energy above the lowest of the compared OMol25 structures with the same formula, charge and spin: 295.9 kJ/mol
* LUMO level: 0.48 eV
* HOMO energy: -10.07 eV
* structure (SMILES): Nc1nnon1
* frontier orbital gap: 0.388 hartree

Geometry as ORCA input:
```
! wB97M-V def2-TZVPD RIJCOSX def2/J DEFGRID3
* xyz 0 1
N -1.1597 -0.2729 -0.7581
C 0.1151 0.0523 -0.1992
N -0.1879 0.5853 1.0462
N 0.8741 0.5392 1.6498
O 1.8015 -0.1271 0.8445
N 1.2955 -0.3067 -0.4283
H -0.8894 -0.6895 -1.6725
H -1.8494 0.2194 -0.4825
*
```

=====

No. 4
Density functional theory data (ωB97M-V/def2-TZVPD) for C12H36BaO6 as an isolated structure.

Summary:
* energy above the lowest of the compared OMol25 structures with the same formula, charge and spin: 616.1 kJ/mol
* LUMO level: -7.92 eV
* HOMO energy: -14.93 eV
* frontier orbital gap: 0.258 hartree

Geometry as ORCA input:
```
! wB97M-V def2-TZVPD RIJCOSX def2/J DEFGRID3
* xyz 2 1
Ba -0.9318 0.0529 -0.1936
C 2.7760 4.3781 -0.7996
C 1.3111 4.5263 -0.4091
O 0.5833 3.8043 -1.3339
H 3.4673 4.9572 -0.1873
H 2.8948 4.7463 -1.8186
H 3.0545 3.3313 -0.6778
H 0.9322 5.5391 -0.2724
H 1.1615 4.0175 0.5432
H 0.2656 4.3429 -2.0624
C 4.7235 0.8500 2.8558
C 3.2014 0.7800 3.2998
O 2.6509 0.1517 2.1735
H 5.1736 -0.1386 2.9456
H 5.2954 1.4733 3.5431
H 4.8517 1.3170 1.8792
H 2.7507 1.7323 3.5795
H 3.0506 0.0926 4.1321
H 2.9759 -0.7503 2.1254
C -5.8360 -2.1572 1.3974
C -4.8649 -2.9975 2.2120
O -3.4957 -2.7676 1.8310
H -6.8840 -2.2609 1.6785
H -5.8166 -2.4306 0.3424
H -5.5396 -1.1394 1.6511
H -5.0130 -4.0412 1.9346
H -4.9131 -2.7839 3.2798
H -2.9573 -3.1554 2.5249
C 4.0302 -0.8069 -4.6472
C 3.5382 -0.5127 -3.2354
O 2.2635 0.0056 -3.3598
H 3.8474 -0.0242 -5.3835
H 3.5258 -1.6825 -5.0558
H 5.1121 -0.9090 -4.5621
H 4.2135 0.2659 -2.8807
H 3.6018 -1.4474 -2.6783
H 2.1060 0.5406 -4.1412
C -1.1815 -4.3445 -5.0585
C -1.8083 -4.2256 -3.6249
O -0.9593 -3.4319 -2.8155
H -0.1679 -4.7342 -4.9646
H -1.2019 -3.3660 -5.5384
H -1.7437 -5.0283 -5.6945
H -1.9187 -5.2429 -3.2492
H -2.8416 -3.8873 -3.5479
H -0.3683 -4.0150 -2.3335
C -3.0596 1.5615 4.6341
C -2.4187 2.8196 4.0079
O -2.4958 2.7699 2.5965
H -3.0686 1.6610 5.7195
H -2.6597 0.6105 4.2822
H -4.1065 1.6555 4.3454
H -1.3706 2.9642 4.2701
H -2.9072 3.7052 4.4144
H -2.8288 3.6289 2.3267
*
```

=====

No. 5
Density functional theory data (ωB97M-V/def2-TZVPD) for C2O8V as an isolated structure.

Summary:
* LUMO level (spin up / spin down): 5.79 / 4.84 eV
* ⟨S²⟩: 0.758
* HOMO energy (spin up / spin down): -0.77 / -0.77 eV
* frontier orbital gap (spin up / spin down): 0.241 / 0.206 hartree

Geometry as ORCA input:
```
! wB97M-V def2-TZVPD RIJCOSX def2/J DEFGRID3
* xyz -2 2
O 1.7772 -1.6174 0.0590
V 0.6941 -0.7201 0.8261
O -0.0199 -1.6422 1.9550
C -1.4307 -0.8815 -1.8947
O -2.5668 -1.2965 -1.9290
O -0.8269 -0.5077 -2.8934
O -0.9242 -0.9801 -0.8077
C 0.8757 1.9456 1.1721
O 1.3518 1.3960 0.1515
O 0.3608 1.1797 1.9398
O 0.7090 3.1242 1.4214
*
```

=====

No. 6
Density functional theory data (ωB97M-V/def2-TZVPD) for C6H32FNO17P2S as an isolated structure.

Summary:
* LUMO level: -0.42 eV
* HOMO energy: -9.16 eV
* frontier orbital gap: 0.321 hartree

Geometry as ORCA input:
```
! wB97M-V def2-TZVPD RIJCOSX def2/J DEFGRID3
* xyz 0 1
O 3.6338 3.4544 0.0576
P 4.5486 2.3342 -0.1725
O 4.8906 1.5773 1.1787
O 5.9288 2.7423 -0.8730
P 3.5456 0.8228 -1.4156
N 2.5384 0.0037 -0.2117
C 1.1208 0.3713 -0.3681
C 0.5686 1.1534 0.6305
C -0.7503 1.5818 0.5625
C -1.5208 1.2390 -0.5387
C -0.9618 0.4423 -1.5320
C 0.3505 0.0016 -1.4616
S 2.7973 -1.6453 -0.2481
O 3.8329 -1.8916 0.6937
O 3.0085 -2.1645 -1.5545
F 1.5094 -2.2484 0.3585
H 4.0731 1.1570 1.4843
H 5.8190 2.7335 -1.8332
H 2.6208 1.4979 -2.2249
H 1.1796 1.4299 1.4727
H -1.1227 2.1727 1.3807
H -2.5310 1.6077 -0.5906
H -1.5815 0.2038 -2.3806
H 0.7695 -0.5925 -2.2630
O 0.2819 0.4542 3.5706
H 0.8824 -0.2743 3.7876
H 0.0430 0.8286 4.4239
O 7.3514 0.3690 -2.2440
H 7.9026 -0.3810 -2.0039
H 7.0515 0.7379 -1.4063
O -4.8624 1.0962 0.1925
H -5.0778 0.1769 0.3844
H -5.5970 1.5905 0.5812
O 2.1100 -1.3253 4.8450
H 3.0337 -1.3608 5.1181
H 1.7462 -2.1633 5.1515
O -1.9799 -2.3731 -1.2485
H -1.0879 -2.3955 -0.8895
H -2.3832 -3.1879 -0.9280
O -1.0533 -3.6246 1.4342
H -1.0245 -2.8280 1.9758
H -0.1357 -3.9086 1.3770
O -4.2217 -0.7078 -1.8601
H -3.4629 -1.2945 -1.7048
H -3.9930 0.1030 -1.3748
O -7.0668 -0.5950 -1.0305
H -6.1542 -0.3925 -1.2895
H -7.5986 -0.0449 -1.6147
O 2.8338 -2.7981 -4.6725
H 3.3384 -3.5935 -4.4808
H 2.7148 -2.3857 -3.8101
O -7.7790 1.7829 0.3010
H -8.0030 0.8446 0.3467
H -8.4791 2.2376 0.7797
O 3.4266 1.3793 5.5252
H 2.9571 0.5794 5.2652
H 4.0226 1.1062 6.2291
O -4.4467 1.7464 -3.4856
H -4.6797 0.9143 -3.0525
H -4.8776 1.7030 -4.3436
*
```

=====

No. 7
Density functional theory data (ωB97M-V/def2-TZVPD) for one molecule with the formula C3H5N3S.

Summary:
* energy above the lowest of the compared OMol25 structures with the same formula, charge and spin: 431.1 kJ/mol
* LUMO level: 0.25 eV
* HOMO energy: -7.45 eV
* structure (SMILES): Cn1cn[n+]([S-])c1
* frontier orbital gap: 0.283 hartree

Geometry as ORCA input:
```
! wB97M-V def2-TZVPD RIJCOSX def2/J DEFGRID3
* xyz 0 1
C -0.1955 -0.6583 -0.1045
N 0.1668 0.7491 0.1057
C 0.8118 1.5792 -0.6283
N 1.0108 2.9656 0.3264
N 0.3124 2.6127 1.3613
S 0.4272 3.4320 2.7844
C -0.1471 1.3732 1.2566
H 0.1839 -1.0461 -1.1135
H 0.1482 -1.2045 0.8005
H -1.3202 -0.7473 -0.0512
H 1.2026 1.5834 -1.6288
H -0.6581 0.9235 2.1742
*
```

=====

No. 8
Density functional theory data (ωB97M-V/def2-TZVPD) for C23H17BrN5O3SSe2Tc as an isolated structure.

Summary:
* energy above the lowest of the compared OMol25 structures with the same formula, charge and spin: 0.0 kJ/mol
* LUMO level: -6.86 eV
* HOMO energy: -14.75 eV
* frontier orbital gap: 0.290 hartree

Geometry as ORCA input:
```
! wB97M-V def2-TZVPD RIJCOSX def2/J DEFGRID3
* xyz 2 1
Tc -1.0300 -0.1057 0.2937
Br -0.3147 3.2493 2.0640
C 0.3638 1.6297 2.7484
C 1.0738 1.7417 3.9351
C 1.5743 0.6055 4.5378
C 1.3375 -0.6161 3.9307
C 0.6197 -0.6422 2.7566
N 0.1334 0.4614 2.1392
C 0.3603 -1.9708 2.0950
O 0.8471 -2.9741 2.5423
O -0.4262 -1.9024 1.0541
H 1.2146 2.7205 4.3699
H 2.1259 0.6749 5.4658
H 1.6840 -1.5597 4.3290
Se -3.4866 0.8916 -2.1394
Se -2.1802 -1.0587 -1.8544
C -3.2266 -1.8367 -0.4652
C -4.2015 -2.8017 -0.5457
C -4.7136 -3.2733 0.6586
C -4.2183 -2.7761 1.8547
C -3.2277 -1.8122 1.8374
N -2.7557 -1.3511 0.6784
C -1.9793 2.0470 -1.8784
C -1.9250 3.1876 -2.6609
C -0.8118 4.0087 -2.5778
C 0.2306 3.6323 -1.7469
C 0.0930 2.4903 -0.9889
N -1.0047 1.7139 -1.0111
H -4.5339 -3.1761 -1.5036
H -5.4827 -4.0341 0.6604
H -4.5895 -3.1357 2.8041
H -2.8036 -1.4018 2.7433
H -2.7257 3.4034 -3.3546
H -0.7475 4.9037 -3.1828
H 1.1418 4.2094 -1.6791
H 0.8921 2.1725 -0.3376
S -3.3506 1.7892 1.9459
C -2.3242 0.9482 1.2122
N 5.5891 -1.4304 -2.7577
C 4.6575 -0.4992 -3.0513
O 4.7842 0.3873 -3.8651
C 3.3684 -0.5638 -2.2638
C 2.1915 -0.2085 -2.9094
C 1.0264 -0.1459 -2.1858
N 0.9550 -0.4030 -0.8649
C 2.0941 -0.7563 -0.2541
C 3.3082 -0.8523 -0.9107
H 6.4489 -1.4215 -3.2835
H 5.3868 -2.2328 -2.1888
H 2.2002 0.0373 -3.9627
H 0.1107 0.1405 -2.6852
H 2.0558 -0.9790 0.7999
H 4.1908 -1.1243 -0.3470
*
```

=====

No. 9
Density functional theory data (ωB97M-V/def2-TZVPD) for a 2-piece molecular cluster, CHN2O5 overall.

Summary:
* energy above the lowest of the compared OMol25 structures with the same formula, charge and spin: 40.1 kJ/mol
* LUMO level: 3.82 eV
* HOMO energy: -3.65 eV
* frontier orbital gap: 0.275 hartree

Geometry as ORCA input:
```
! wB97M-V def2-TZVPD RIJCOSX def2/J DEFGRID3
* xyz -1 1
C 1.1868 0.2458 -1.6674
N 0.0959 -0.6250 0.2952
N -1.0710 0.0243 0.3828
O 1.3000 1.2845 -1.2777
O -1.7568 0.1956 -0.6968
O 0.9500 -0.7745 -2.1517
O -1.4459 0.4478 1.5263
O 0.7344 -0.5829 1.5058
H 0.0065 -0.2156 2.0833
*
```

=====

No. 10
Density functional theory data (ωB97M-V/def2-TZVPD) for C5H11AuClNRh as an isolated structure.

Summary:
* LUMO level (spin up / spin down): 2.87 / -0.04 eV
* ⟨S²⟩: 12.020
* HOMO energy (spin up / spin down): -3.35 / -5.80 eV
* frontier orbital gap (spin up / spin down): 0.229 / 0.212 hartree

Geometry as ORCA input:
```
! wB97M-V def2-TZVPD RIJCOSX def2/J DEFGRID3
* xyz -1 7
Rh 1.4603 -0.6862 -2.1178
Cl 2.6969 -2.4689 -1.7704
C 2.2606 1.2679 -1.5222
C -0.6725 -0.8711 -2.5315
H 2.5260 1.7484 -2.5122
H 1.5292 1.8225 -0.8144
H 3.2669 1.0804 -1.0463
H -0.7787 -0.5332 -3.6084
H -1.3127 -0.3232 -1.7303
H -0.8982 -1.9832 -2.5946
Au -0.2243 0.4108 1.6088
C -1.7925 -0.8326 2.6788
C -1.1510 1.7445 0.3566
H -2.8446 -0.7390 2.1625
H -1.5904 -1.8974 2.7397
H -1.9732 -0.4713 3.7082
H -2.1807 1.5905 -0.2909
H -0.5368 2.8051 0.0726
N 1.4393 -1.0717 4.0509
C 0.7765 -0.5923 3.1610
*
```

=====

No. 11
Density functional theory data (ωB97M-V/def2-TZVPD) for an isolated ion of composition C4H6NO and charge +1.

Summary:
* energy above the lowest of the compared OMol25 structures with the same formula, charge and spin: 53.4 kJ/mol
* LUMO level: -5.48 eV
* HOMO energy: -16.39 eV
* structure (SMILES): C=[N+]1CCC1=O
* frontier orbital gap: 0.401 hartree

Geometry as ORCA input:
```
! wB97M-V def2-TZVPD RIJCOSX def2/J DEFGRID3
* xyz 1 1
C 0.0021 1.9606 -0.0468
N 0.3055 0.7516 0.0946
C -0.4304 -0.4953 0.2142
C 0.8243 -1.3244 -0.0945
C 1.7044 -0.1425 0.0008
O 2.7689 0.2941 0.0548
H -1.0306 2.2984 -0.0524
H 0.7892 2.6950 -0.1730
H -1.2689 -0.5867 -0.4794
H -0.8052 -0.6171 1.2354
H 0.8504 -1.7148 -1.1162
H 1.0924 -2.1472 0.5692
*
```

=====

No. 12
Density functional theory data (ωB97M-V/def2-TZVPD) for a 2-piece molecular cluster, C8H17NO2Si overall.

Summary:
* energy above the lowest of the compared OMol25 structures with the same formula, charge and spin: 117.0 kJ/mol
* LUMO level: 0.68 eV
* HOMO energy: -7.92 eV
* structure (SMILES): COC1=CCCCN1.C[Si](C)=O
* frontier orbital gap: 0.316 hartree

Geometry as ORCA input:
```
! wB97M-V def2-TZVPD RIJCOSX def2/J DEFGRID3
* xyz 0 1
C -0.8451 -1.9942 -1.0157
O -0.6247 -0.6278 -0.7658
C 0.6656 -0.2373 -0.4536
C 1.6226 -1.0331 0.0317
C 3.0013 -0.5028 0.3155
C 2.9999 1.0226 0.3840
C 2.2013 1.5872 -0.7888
N 0.8481 1.1073 -0.6675
H -1.7879 -2.0543 -1.5553
H -0.9123 -2.5717 -0.0872
H -0.0445 -2.4079 -1.6345
H 1.4492 -2.0773 0.2261
H 3.3645 -0.9148 1.2602
H 3.6929 -0.8380 -0.4663
H 2.5196 1.3454 1.3087
H 4.0197 1.4082 0.3688
H 2.1833 2.6785 -0.7598
H 2.6647 1.2716 -1.7368
H 0.1225 1.5478 -1.2127
C -1.6958 1.0548 1.6619
Si -2.5443 0.7621 -0.0094
C -3.7649 -0.6833 0.1618
O -2.4896 1.7138 -1.1859
H -2.4216 1.1943 2.4605
H -1.0499 0.2285 1.9486
H -1.0800 1.9488 1.6182
H -3.2847 -1.6214 0.4241
H -4.5004 -0.4732 0.9359
H -4.3095 -0.8338 -0.7667
*
```

=====

no.,maximum force (eV Å⁻¹),total energy (eV)
1,0.3,-7827.06578
2,3.3,-10609.56029
3,12.7,-9073.23112
4,3.4,-25988.97305
5,10.7,-44141.57579
6,3.1,-75170.94352
7,7.3,-18493.42952
8,0.9,-251475.93126
9,5.8,-14268.46840
10,5.2,-26068.21928
11,1.3,-7774.34347
12,1.7,-22034.80556